Here is a 20-piece molecular cluster, C32H101N3O20 overall from the Open Molecules 2025 dataset. Energies are from ωB97M-V with the def2-TZVPD basis set.

```
156
Properties=species:S:1:pos:R:3:forces:R:3:mulliken_charge:R:1
C -4.4426 -1.2707 0.6537 1.48 -1.05 0.36 -0.7255
O -3.0170 -1.0768 0.4365 -1.38 0.77 0.13 -0.0246
H -4.9619 -1.1891 -0.3012 -0.22 0.33 0.13 0.3329
H -4.6156 -2.2810 1.0245 0.05 -0.23 -0.20 -0.0126
H -4.8068 -0.6601 1.4799 0.02 0.63 -0.46 0.2731
H -2.5270 -1.8980 0.5211 -0.17 -0.41 0.09 0.0396
C -2.1511 -0.5946 -3.9526 0.31 0.99 -0.07 -0.6552
O -1.2741 0.4915 -3.5683 0.77 -0.90 -0.51 -0.2387
H -1.5895 -1.3835 -4.4529 0.26 0.11 0.33 0.3021
H -2.6474 -0.9683 -3.0570 -0.20 -0.17 -0.18 0.0646
H -2.8402 -0.1921 -4.6951 -0.39 -0.22 0.17 0.3076
H -1.8057 1.2439 -3.2984 -0.56 0.50 0.38 0.1809
C 0.7686 4.0492 1.1588 0.00 -0.43 1.39 -0.1655
O 1.7292 3.2198 1.7677 1.96 -0.66 -0.40 -0.6259
H -0.0738 3.4047 0.9076 -0.24 0.55 -0.79 -0.1822
H 0.4601 4.7426 1.9412 -0.40 0.55 -0.34 0.3624
H 1.2994 4.5632 0.3574 -0.49 -0.12 -0.22 0.3749
H 1.4253 2.7926 2.5719 -0.73 0.13 -0.05 0.2831
C 0.0877 -0.8441 -0.8060 0.51 -1.09 -1.86 -0.7571
O 0.7439 0.1868 -1.5688 0.11 0.25 1.12 0.4299
H 0.2131 -0.8338 0.2768 -0.01 0.60 -0.20 0.0451
H -0.9425 -0.9430 -1.1481 -0.24 0.42 0.65 -0.0830
H 0.5453 -1.7392 -1.2272 0.09 -0.65 0.66 0.5395
H 0.1548 0.3265 -2.3138 -0.27 0.35 -0.42 -0.1018
C -0.2986 0.7655 3.7708 -1.21 0.75 -0.10 -0.2650
O -0.4829 2.0122 3.0635 1.03 -0.80 0.59 -0.5289
H 0.1413 1.0011 4.7398 0.11 -0.20 -0.14 0.4072
H -1.3051 0.3705 3.9091 -0.05 -0.32 0.43 0.2982
H 0.2441 -0.0133 3.2350 0.49 0.31 -0.13 -0.1712
H -0.6258 1.7659 2.1467 -0.46 0.20 -0.54 0.2308
O 3.0047 -4.4058 -2.2516 -0.52 -0.63 0.37 -0.6213
H 3.8368 -3.9701 -2.0671 0.60 0.81 0.22 0.3834
H 3.2196 -5.3385 -2.2631 -0.10 -0.27 -0.15 0.2745
O 2.7074 -2.9086 -4.5081 -0.34 -0.31 -0.86 -0.7341
H 2.8997 -1.9871 -4.3345 0.10 0.42 0.00 0.4632
H 2.7810 -3.3342 -3.6539 -0.09 -0.51 0.27 0.3670
O 4.6947 -2.2600 -2.0114 -0.11 -0.90 0.17 -0.7071
H 4.7340 -1.6705 -1.2582 0.33 0.45 0.20 0.2044
H 4.4821 -1.6907 -2.7509 0.11 0.31 -0.41 0.3994
O -2.9863 2.5496 -2.3938 0.55 -0.60 -0.55 -0.6343
H -2.7705 3.4230 -2.0670 0.20 0.61 -0.11 0.1064
H -3.7700 2.2975 -1.9054 -0.52 -0.23 0.20 0.2836
O 2.9653 1.6299 -0.5857 0.72 0.03 -0.10 -0.4272
H 2.5608 2.1391 0.1167 -0.18 0.41 0.73 0.2147
H 2.2693 1.0486 -0.8922 -0.73 -0.31 -0.39 0.0604
O 3.5490 4.1711 -2.0851 0.29 0.56 0.65 -0.6524
H 3.5246 4.0157 -3.0293 -0.23 -0.01 -0.41 0.3702
H 3.5405 3.2959 -1.6976 -0.09 -0.41 0.24 0.3312
O -5.0581 1.7117 -0.8817 -0.21 -0.04 0.05 -0.5639
H -5.3139 0.7964 -0.7674 0.05 -0.30 -0.01 0.2197
H -5.6140 2.1945 -0.2701 -0.08 0.29 0.15 0.2673
O 1.5603 1.2944 -4.8677 0.09 -0.10 -0.45 -0.6221
H 0.6486 1.1905 -4.5950 -0.70 -0.16 0.45 0.2051
H 1.5880 0.9347 -5.7543 -0.06 -0.13 -0.44 0.2933
O 2.6548 3.6606 -4.5591 0.42 0.77 -0.39 -0.6882
H 2.0058 4.2109 -4.9976 -0.03 0.22 -0.06 0.2515
H 2.3657 2.7646 -4.7319 -0.26 -0.49 0.06 0.4732
O 5.3487 0.2910 -1.0425 0.50 -0.48 -0.10 -0.5886
H 4.5769 0.7627 -0.7294 -0.73 0.56 0.17 0.3900
H 6.0830 0.7040 -0.5882 0.23 0.03 0.04 0.2945
O 3.3339 -0.4131 -3.7682 0.73 -0.20 0.15 -0.6533
H 2.9659 0.2252 -4.3793 -0.17 0.29 0.08 0.2665
H 2.8425 -0.2802 -2.9576 -0.36 0.18 0.35 0.3055
O -1.8026 1.4480 0.5860 0.44 0.44 0.40 0.1283
H -2.2137 0.6037 0.7713 -0.28 -0.66 -0.08 0.2003
H -2.2066 1.7373 -0.2321 -0.01 0.27 -0.42 0.0442
C 5.8830 -0.5953 3.1148 -0.54 0.18 0.36 -2.0047
C 4.5515 -1.4173 3.1263 -0.28 -0.16 0.19 1.7158
C 3.9290 -1.3790 1.7383 0.44 0.41 -0.60 -1.2409
C 2.8899 -2.4150 1.4186 0.44 -0.98 0.13 1.2676
C 3.4493 -3.7989 1.7410 -0.11 0.06 -0.47 -1.7368
C 4.0197 -3.9767 3.1756 -0.64 -0.46 0.09 1.6326
N 4.9499 -2.8230 3.4828 -0.84 -0.54 -2.05 0.3382
O 5.5782 -2.9300 4.7346 -0.73 0.07 0.44 -0.4865
C 2.7651 -4.1114 4.1569 1.01 0.29 -0.98 -1.2277
C 4.8612 -5.3153 3.1717 0.95 0.81 0.90 -1.9885
C 3.4312 -0.7998 4.0445 2.12 -0.96 1.06 -1.5915
H 6.4179 -0.7248 4.0557 -0.33 0.46 0.25 0.5029
H 5.6668 0.4492 2.8906 -0.15 0.20 0.51 0.3763
H 6.6522 -0.8198 2.3759 -0.50 -0.86 -0.46 0.3322
H 3.4369 -0.4196 1.5782 0.40 0.43 0.18 0.3635
H 4.7742 -1.4201 1.0514 -0.22 -0.25 -0.50 0.3189
H 2.6262 -2.3659 0.3621 0.11 -0.03 -0.15 0.1299
H 1.9367 -2.2993 1.9344 0.00 0.38 0.36 -0.6815
H 4.1756 -4.0813 0.9788 0.50 0.26 0.13 0.3704
H 2.6399 -4.4946 1.5199 -0.08 -0.48 0.60 0.4562
H 2.2690 -5.0561 3.9343 0.33 -0.36 0.49 0.4332
H 3.0814 -3.9715 5.1905 -0.15 -0.36 0.02 0.4328
H 1.9770 -3.3954 3.9236 0.28 0.43 0.01 -0.0679
H 4.4644 -6.2511 2.7780 -0.78 0.43 -0.12 0.3074
H 5.8230 -5.1873 2.6750 -0.15 0.46 -0.64 0.4740
H 5.2449 -5.5517 4.1641 -0.53 0.02 0.46 0.4446
H 2.4425 -1.2150 3.8493 0.09 0.41 -0.29 0.0912
H 3.5264 0.2856 4.0759 -0.47 -0.03 -0.30 0.3985
H 3.7273 -1.1587 5.0302 -0.33 0.22 0.47 0.4448
H 6.4921 -3.1426 4.5315 0.10 -0.03 -0.14 0.3468
C -1.9425 -2.6662 3.2635 0.16 0.24 -1.06 -1.9837
C -1.9795 -4.0740 2.6607 -0.07 -0.43 -0.61 2.1008
C -3.1034 -4.8749 3.4347 1.63 -0.54 -0.72 -1.1045
C -3.6272 -6.0954 2.6900 -1.22 0.35 -0.68 -0.7809
C -4.1361 -5.6956 1.2903 0.69 -0.31 0.95 -1.2766
C -3.0368 -5.0540 0.4249 -0.70 -1.52 0.22 1.3721
N -2.3356 -3.9693 1.1944 -2.42 0.24 0.56 0.7728
O -1.3274 -3.3613 0.4446 0.12 -0.42 0.14 -0.1941
C -2.1217 -6.1797 0.0090 0.79 -1.27 -0.19 -1.8197
C -3.6690 -4.5452 -0.8713 0.93 2.46 0.53 -1.7243
C -0.5765 -4.6869 2.8111 -0.46 -1.18 0.20 -1.9020
H -1.5462 -2.6607 4.2789 -0.27 -0.07 0.04 0.4727
H -2.9175 -2.1878 3.1702 -0.13 -0.09 0.40 0.4675
H -1.2935 -2.0434 2.6478 0.29 0.03 0.08 -0.0066
H -2.5992 -5.3265 4.2891 -0.12 0.70 0.59 0.3362
H -3.8504 -4.1333 3.7177 -0.24 -0.42 0.08 0.4165
H -4.5052 -6.5376 3.1608 -0.08 0.26 0.56 0.4453
H -2.9418 -6.9429 2.7009 0.48 0.31 -0.30 0.4397
H -5.0112 -5.0637 1.4420 0.08 0.39 -0.17 0.3311
H -4.5079 -6.6054 0.8190 0.07 0.09 -0.44 0.3998
H -2.5057 -6.7565 -0.8324 -0.17 0.47 -0.36 0.5496
H -1.1324 -5.8332 -0.2898 0.15 -0.13 0.03 0.2381
H -2.0465 -6.9960 0.7274 0.49 0.41 0.57 0.3242
H -4.5214 -3.9157 -0.6158 -0.37 -0.27 -0.30 0.3094
H -2.9111 -3.8228 -1.1741 -0.04 0.23 -0.69 0.3673
H -3.8220 -5.1830 -1.7418 -0.18 -0.43 0.68 0.3714
H -0.5639 -5.7455 2.5516 -0.37 -0.31 0.04 0.3471
H -0.3007 -4.6534 3.8651 0.36 0.26 -0.12 0.6676
H 0.2069 -4.3048 2.1566 -0.05 0.73 0.38 -0.2125
H -0.6622 -4.0522 0.4009 0.83 0.12 -0.46 0.1820
C -3.3238 7.4600 -0.3132 0.06 -0.14 0.22 -1.7810
C -3.6024 6.4092 -1.3774 -0.42 -0.95 -0.22 1.0964
C -3.9350 7.1279 -2.7221 1.59 -0.55 -0.48 -1.0904
C -2.6142 7.6383 -3.4909 -0.88 -0.54 0.70 -0.8718
C -1.5685 6.5304 -3.7130 -0.66 -0.43 0.57 -1.3383
C -1.1796 5.7748 -2.4340 0.20 -0.02 1.19 1.9611
N -2.4221 5.4388 -1.6237 -2.09 1.55 -4.26 0.6356
O -2.1585 4.6315 -0.5862 0.70 0.07 2.01 -0.0641
C -0.4737 4.4771 -2.8497 0.02 0.12 -0.63 -2.6848
C -0.1798 6.6264 -1.6054 -0.73 0.47 -0.44 -1.4473
C -4.8452 5.5101 -0.9387 0.73 -0.20 -1.26 -1.7302
H -4.1602 8.1204 -0.0841 -0.29 0.04 -0.66 0.4706
H -2.4962 8.0697 -0.6759 0.18 0.06 0.66 0.3691
H -3.2025 6.9989 0.6669 0.86 -0.10 0.04 0.3888
H -4.4757 6.4191 -3.3493 0.16 -0.08 -0.20 0.4097
H -4.6339 7.9399 -2.5214 0.20 0.18 0.02 0.4266
H -2.1928 8.4572 -2.9079 0.15 0.03 0.05 0.3412
H -2.8616 8.0694 -4.4610 -0.29 -0.01 0.04 0.4613
H -0.6572 6.8814 -4.1971 0.06 0.38 0.19 0.3748
H -1.9310 5.7610 -4.3948 -0.50 0.11 -0.14 0.5027
H -1.0160 4.0099 -3.6718 -0.55 -0.54 0.45 0.5023
H 0.4641 4.6855 -3.3648 0.29 0.45 0.46 0.5330
H -0.2359 3.8077 -2.0231 -0.23 -0.05 -0.11 0.3047
H -0.5596 7.6459 -1.6719 0.42 0.28 0.06 0.4285
H -0.1098 6.4216 -0.5371 0.00 -0.44 -0.02 0.1415
H 0.8134 6.5542 -2.0488 0.00 0.13 0.15 0.3676
H -4.5898 4.6780 -0.2825 0.30 0.44 0.42 0.2407
H -5.1938 4.9937 -1.8331 -0.01 0.01 -0.27 0.3893
H -5.7252 6.0354 -0.5677 0.36 0.41 0.22 0.4679
H -1.7411 5.2852 -0.0205 0.57 -0.66 1.47 0.2962
```
Positions in Å, forces in eV/Å.

- charge = 0
- orbital gap (eV) = 8.18
- LUMO energy (eV) = 0.041
- largest force on an atom (eV/Å) = 5.0
- HOMO energy (eV) = -8.136